The following is a DFT calculation (the ωB97M-V functional and the def2-TZVPD basis) of a molecular structure, C20H23ClGeI2N2O3PdS.

The calculation puts the relative energy (zero: lowest compared OMol25 entry of this formula, charge and spin) at 23.2 kcal per mole. The calculation puts the HOMO energy (alpha / beta) at -1.790 / -5.285 eV. As for the molecular weight: 839.77 g mol⁻¹. The spin multiplicity is 6. As for the net charge: -1. Its expectation value of S² is 8.827.

Last column: Löwdin charge in e.
Atoms and positions in Å:
Pd (-0.22568, -0.10228, 0.17691)  0.9770
I (5.91858, 4.32487, -2.07592)  0.8833
C (4.46675, 2.85160, -1.90011)  -0.7183
C (4.81955, 1.52592, -2.12645)  -0.2391
C (3.85921, 0.55086, -2.00795)  -0.6165
I (4.30273, -1.42094, -2.39730)  1.0012
C (2.48272, 0.87404, -1.64008)  -0.4148
O (1.61736, -0.00691, -1.56347)  -0.0406
C (2.18428, 2.28351, -1.38141)  -0.1234
C (0.79300, 2.67683, -0.96723)  -0.1445
N (0.38561, 2.06135, 0.29369)  -0.1104
C (1.37714, 2.14002, 1.38179)  -0.1403
C (2.28726, 0.95002, 1.33783)  -0.3200
C (3.65256, 1.03131, 1.38114)  -0.0887
C (4.45048, -0.13212, 1.37935)  -0.1433
C (3.75021, -1.36972, 1.42401)  -0.1527
C (2.38784, -1.38905, 1.35499)  -0.1843
N (1.61756, -0.26139, 1.25021)  -0.0486
C (3.15640, 3.22650, -1.53950)  -0.1192
H (5.83469, 1.26613, -2.39023)  0.0803
H (0.07907, 2.36459, -1.73355)  0.0949
H (0.76844, 3.77203, -0.89613)  0.1233
H (-0.51798, 2.41007, 0.62483)  0.0768
H (0.80099, 2.13564, 2.31114)  0.1231
H (1.95265, 3.07299, 1.34052)  0.1207
H (4.10906, 2.01650, 1.41555)  0.1049
H (5.52947, -0.08144, 1.40556)  0.0710
H (4.28080, -2.31123, 1.49913)  0.0851
H (1.84180, -2.32336, 1.37150)  0.0855
H (2.92948, 4.26888, -1.35698)  0.0975
S (-2.07059, 0.31697, -2.09116)  0.5351
C (-2.09527, -0.85585, -0.95032)  -0.8325
Cl (-2.25082, 1.64415, 5.02154)  0.5166
C (-2.95401, 0.88189, 3.55568)  -0.4867
C (-1.99966, 1.02748, 2.36299)  -0.7344
O (-1.84843, 2.15928, 1.88594)  -0.0397
O (-1.47945, -0.06308, 1.98796)  -0.1098
H (-3.88372, 1.40499, 3.35098)  0.0684
H (-3.12856, -0.16152, 3.79258)  0.0637
C (1.18279, -3.88834, -0.97176)  -0.2297
Ge (-0.45430, -3.15098, -1.75539)  0.7644
C (-1.66081, -4.67316, -2.09389)  -0.2326
C (-0.04899, -2.31738, -3.47421)  -0.2270
C (-1.39585, -1.95522, -0.52575)  -0.4432
H (1.59513, -4.65493, -1.63204)  0.0140
H (0.98226, -4.34292, 0.00011)  0.0166
H (1.92581, -3.10308, -0.83965)  -0.0371
H (-1.19260, -5.39385, -2.76782)  0.0078
H (-2.58767, -4.32211, -2.54963)  0.0122
H (-1.91027, -5.18475, -1.16282)  0.0102
H (0.44619, -3.04685, -4.11989)  0.0150
H (0.60775, -1.46130, -3.33548)  -0.0100
H (-0.96367, -1.97547, -3.95769)  0.0032
H (-1.74836, -2.41643, 0.39755)  0.0356